C2H6O3S | ωB97M-V with the def2-TZVPD basis set

Positions of all 12 atoms, in Å:
C -1.107 0.762 0.723
S 0.057 -0.544 1.007
O 0.947 -0.238 2.355
O -0.613 -1.775 1.036
C 1.002 -0.433 -0.514
O 0.589 -1.413 -1.426
H -0.659 1.374 -0.022
H -2.074 0.239 0.375
H -1.172 1.335 1.567
H 2.081 -0.604 -0.326
H 0.853 0.556 -0.850
H 0.137 -2.181 -0.935

As for the LUMO energy: 0.59 eV. The spin multiplicity is 1. As for the SMILES: CS(=O)(=O)CO.


C2H6O4P | ωB97M-V with the def2-TZVPD basis set

Positions of all 13 atoms, in Å:
C 0.609 -1.045 0.110
C 0.472 0.168 1.043
O 0.161 -0.601 -1.175
O 0.158 1.370 0.219
O -2.550 0.087 -0.238
O -0.341 1.651 -2.369
P -0.435 0.780 -1.117
H 1.672 -1.390 -0.076
H -0.075 -1.861 0.417
H -0.246 0.259 1.781
H 1.475 0.426 1.347
H -2.858 -0.395 -1.002
H -1.017 2.156 -2.702

As for the LUMO energy (alpha / beta): -6.28 / -6.28 eV. As for the net charge: +1. The spin multiplicity is 1.


So what do the calculations give for energy above the lowest of the compared OMol25 structures with the same formula, charge and spin? Going down the list: 2.4820 2.7065 eV.